Entry 1:
Here is C42H116BF3N8O16V as an isolated structure in a non-equilibrium geometry from OMol25. Energies are from ωB97M-V/def2-TZVPD.

Values from the calculation:
Spin multiplicity: 4
HOMO energy (spin up / spin down): -8.238 / -8.530 eV
Gap between HOMO and LUMO (spin up / spin down): 8.14 / 8.29 eV
⟨S²⟩: 3.76

CARTESIAN COORDINATES (ANGSTROEM)
V -2.611 -0.068 -3.117
C -1.155 1.584 -1.015
O -0.154 0.610 -1.293
O -2.373 1.179 -1.399
C -1.081 2.137 0.413
F 0.198 2.197 0.845
F -1.585 3.363 0.543
F -1.730 1.337 1.291
C 0.036 -0.483 -0.402
C 1.333 -1.158 -0.800
H 2.152 -0.442 -0.856
H 1.603 -1.929 -0.070
H 1.286 -1.669 -1.763
H -0.763 -1.231 -0.445
H 0.157 -0.160 0.632
H -0.790 2.440 -1.624
B -3.730 -1.794 -1.932
H -4.582 -0.923 -2.015
H -4.138 -2.823 -1.519
H -3.350 -1.939 -3.052
H -2.807 -1.393 -1.308
C -0.045 1.786 4.384
C 0.507 3.079 3.871
O 0.420 4.143 4.823
O 0.749 1.279 5.456
H -0.010 1.104 3.530
H -1.074 1.945 4.715
H -0.048 3.313 2.958
H 1.569 2.967 3.620
H 0.934 4.870 4.463
H 0.160 0.786 6.032
C 0.008 -0.539 -4.476
C -0.100 0.957 -4.421
O -1.494 1.404 -4.523
O -0.833 -1.178 -3.528
H 1.056 -0.832 -4.376
H -0.296 -0.831 -5.491
H 0.371 1.367 -5.321
H 0.401 1.447 -3.584
H -1.463 2.356 -4.660
H -0.541 -2.098 -3.313
C -5.629 2.569 -0.216
C -5.204 1.501 0.773
O -4.681 0.356 0.149
O -4.563 3.296 -0.785
H -6.315 3.246 0.299
H -6.228 2.059 -0.984
H -6.110 1.173 1.295
H -4.543 1.927 1.543
H -3.825 0.567 -0.260
H -3.943 2.666 -1.180
C 1.455 -8.699 -0.864
C 2.327 -7.978 0.150
C 2.230 -6.472 0.030
O 3.085 -5.860 0.955
C 3.213 -4.461 0.720
N 1.936 -8.381 1.489
H 0.391 -8.614 -0.623
H 1.699 -9.761 -0.897
H 1.554 -8.296 -1.875
H 3.370 -8.194 -0.139
H 1.201 -6.129 0.229
H 2.472 -6.246 -1.022
H 2.925 -4.230 -0.305
H 4.260 -4.215 0.901
H 2.604 -3.912 1.446
H 1.967 -9.390 1.615
H 2.656 -8.092 2.149
C -3.085 7.494 5.241
C -1.654 7.160 4.818
C -1.686 6.480 3.453
O -2.587 7.090 2.570
C -2.797 6.328 1.413
N -0.938 8.447 4.753
H -3.732 6.618 5.299
H -3.505 8.178 4.504
H -3.114 8.025 6.193
H -1.225 6.502 5.570
H -1.984 5.421 3.534
H -0.655 6.457 3.053
H -1.874 6.300 0.812
H -3.583 6.808 0.836
H -3.037 5.270 1.575
H 0.066 8.284 4.735
H -1.099 8.903 3.860
C 5.114 -0.680 -1.674
C 5.707 -1.804 -0.818
C 6.488 -2.806 -1.642
O 5.687 -3.232 -2.719
C 6.338 -4.200 -3.513
N 6.543 -1.192 0.222
H 4.271 -1.098 -2.230
H 5.783 -0.268 -2.431
H 4.743 0.120 -1.035
H 4.875 -2.316 -0.320
H 6.708 -3.662 -0.983
H 7.442 -2.372 -1.966
H 5.588 -4.677 -4.143
H 6.833 -4.949 -2.887
H 7.075 -3.738 -4.180
H 6.238 -0.263 0.471
H 6.533 -1.744 1.071
C -5.822 -6.173 0.358
C -5.783 -4.676 0.638
C -4.341 -4.222 0.815
O -4.266 -2.839 0.997
C -3.041 -2.452 1.533
N -6.413 -3.909 -0.455
H -5.340 -6.759 1.147
H -5.293 -6.429 -0.566
H -6.852 -6.506 0.220
H -6.340 -4.419 1.541
H -3.775 -4.564 -0.067
H -3.936 -4.703 1.719
H -2.944 -2.726 2.596
H -2.986 -1.359 1.526
H -2.173 -2.810 0.959
H -7.420 -4.030 -0.404
H -6.145 -4.329 -1.341
C -2.090 5.284 -1.997
C -1.436 6.340 -2.862
C -1.581 7.726 -2.263
O -2.936 8.025 -2.036
C -3.129 9.314 -1.498
N -0.014 5.981 -2.974
H -1.558 5.194 -1.046
H -2.020 4.289 -2.434
H -3.139 5.485 -1.789
H -1.902 6.342 -3.853
H -1.115 8.475 -2.922
H -1.007 7.753 -1.318
H -4.201 9.509 -1.564
H -2.637 10.095 -2.087
H -2.836 9.342 -0.444
H 0.351 5.901 -2.025
H 0.512 6.703 -3.456
C 1.570 -4.140 -3.327
C 0.082 -4.448 -3.350
C -0.250 -5.919 -3.192
O -1.618 -6.010 -2.880
C -2.160 -7.291 -3.146
N -0.536 -3.578 -2.296
H 1.933 -4.029 -2.297
H 1.823 -3.154 -3.727
H 2.220 -4.889 -3.782
H -0.316 -4.078 -4.302
H 0.371 -6.381 -2.412
H -0.048 -6.432 -4.143
H -3.140 -7.317 -2.677
H -1.519 -8.104 -2.794
H -2.289 -7.420 -4.229
H -1.441 -3.993 -2.073
H 0.041 -3.734 -1.472
C 3.194 -2.992 6.050
C 3.805 -2.582 4.708
C 2.826 -1.774 3.898
O 1.704 -2.602 3.596
C 0.631 -1.834 3.084
N 5.013 -1.744 4.872
H 2.580 -2.170 6.434
H 3.963 -3.201 6.794
H 2.524 -3.848 5.960
H 4.141 -3.474 4.178
H 3.274 -1.500 2.933
H 2.478 -0.886 4.439
H 0.996 -1.217 2.250
H 0.302 -1.156 3.875
H -0.148 -2.492 2.710
H 4.862 -0.970 5.513
H 5.700 -2.307 5.366
C 3.000 2.195 -1.745
C 2.351 3.563 -1.896
C 2.402 4.278 -0.572
O 1.739 5.526 -0.649
C 1.696 6.160 0.616
N 3.062 4.360 -2.916
H 2.978 1.610 -2.667
H 2.503 1.642 -0.950
H 4.052 2.339 -1.485
H 1.296 3.429 -2.183
H 3.462 4.421 -0.312
H 1.968 3.672 0.231
H 1.470 7.210 0.438
H 2.684 6.148 1.094
H 0.973 5.667 1.272
H 2.543 5.231 -2.997
H 2.892 3.888 -3.801

***

Entry 2:
Here is a 11-piece molecular cluster, C42H116N10O12 overall in a non-equilibrium geometry from OMol25. Energies are from ωB97M-V/def2-TZVPD.

Values from the calculation:
SMILES string: COC[C@H](C)N.COC[C@H](C)N.COC[C@H](C)N.COC[C@H](C)N.COC[C@H](C)N.COC[C@H](C)N.COC[C@H](C)N.COC[C@H](C)N.COC[C@H](C)N.COC[C@H](C)N.OCCO
HOMO energy: -8.592 eV
Gap between HOMO and LUMO: 9.05 eV
Energy relative to the best compared isomer or geometry (same formula, charge and spin): 307.8 kJ/mol

CARTESIAN COORDINATES (ANGSTROEM)
C -1.009 3.320 3.559
C -0.495 4.671 3.970
C 0.949 4.846 3.531
O 1.638 5.832 4.306
C 3.067 5.629 4.344
N -1.333 5.775 3.436
H -0.521 2.864 2.689
H -2.013 3.303 3.129
H -0.931 2.501 4.276
H -0.462 4.724 5.060
H 1.072 4.978 2.453
H 1.381 3.874 3.798
H 3.623 6.054 3.508
H 3.236 4.555 4.439
H 3.481 6.051 5.260
H -0.886 6.568 3.883
H -1.134 5.895 2.448
C -2.374 -2.157 -5.319
C -3.475 -2.639 -4.393
C -2.844 -3.306 -3.085
O -3.794 -4.285 -2.686
C -3.336 -5.262 -1.760
N -4.284 -1.475 -4.098
H -1.549 -1.579 -4.896
H -2.754 -1.531 -6.129
H -1.879 -3.004 -5.800
H -3.910 -3.466 -4.954
H -2.634 -2.548 -2.325
H -1.879 -3.780 -3.289
H -2.481 -5.799 -2.177
H -4.157 -5.978 -1.722
H -3.147 -4.899 -0.748
H -4.958 -1.716 -3.383
H -3.790 -0.628 -3.869
C 4.366 -0.164 -0.667
C 5.753 0.293 -1.073
C 6.766 0.761 0.054
O 6.214 1.493 1.106
C 5.914 2.823 0.720
N 6.358 -0.681 -2.042
H 3.808 -0.672 -1.455
H 3.679 0.600 -0.300
H 4.480 -0.900 0.136
H 5.441 1.157 -1.669
H 7.683 1.110 -0.426
H 7.102 -0.183 0.493
H 5.050 2.913 0.057
H 6.792 3.352 0.347
H 5.536 3.349 1.599
H 5.692 -0.738 -2.805
H 6.240 -1.558 -1.543
C -2.689 -4.361 3.014
C -2.731 -2.810 2.827
C -3.739 -2.289 3.847
O -3.880 -0.884 3.567
C -4.504 0.000 4.500
N -1.473 -2.102 3.069
H -2.173 -4.527 3.962
H -2.081 -4.828 2.238
H -3.653 -4.866 3.013
H -3.005 -2.590 1.794
H -3.293 -2.444 4.832
H -4.706 -2.789 3.762
H -4.465 1.004 4.081
H -4.022 0.054 5.479
H -5.549 -0.281 4.642
H -1.858 -1.164 3.045
H -1.232 -2.294 4.036
C -1.819 0.643 1.175
C -0.663 0.462 0.208
C -0.394 -0.977 -0.024
O 0.773 -0.975 -0.885
C 1.195 -2.305 -1.223
N -0.854 1.154 -1.054
H -2.482 -0.220 1.106
H -2.298 1.615 1.062
H -1.468 0.599 2.208
H 0.247 0.935 0.594
H -1.226 -1.513 -0.495
H -0.181 -1.629 0.827
H 1.395 -2.914 -0.338
H 2.056 -2.313 -1.887
H 0.343 -2.796 -1.701
H -0.122 0.785 -1.651
H -0.660 2.123 -0.839
C 1.210 -0.719 -4.495
C 2.620 -0.269 -4.911
C 3.554 -1.466 -4.918
O 4.863 -0.864 -5.052
C 5.811 -1.767 -5.657
N 2.691 0.304 -6.261
H 1.348 -1.143 -3.497
H 0.817 -1.433 -5.217
H 0.476 0.038 -4.213
H 2.979 0.337 -4.072
H 3.368 -2.109 -5.782
H 3.438 -2.089 -4.029
H 5.841 -2.769 -5.227
H 6.823 -1.403 -5.829
H 5.480 -1.909 -6.691
H 3.700 0.225 -6.356
H 2.528 1.302 -6.318
C 2.113 -5.804 0.903
C 2.603 -7.106 0.266
C 2.684 -8.308 1.206
O 2.777 -9.529 0.510
C 3.044 -10.719 1.153
N 1.647 -7.436 -0.836
H 2.807 -5.456 1.672
H 1.071 -5.889 1.205
H 2.294 -5.024 0.160
H 3.648 -6.902 0.013
H 1.798 -8.325 1.850
H 3.512 -8.186 1.910
H 3.329 -11.474 0.425
H 2.177 -10.984 1.768
H 3.823 -10.499 1.891
H 1.826 -8.436 -0.864
H 2.156 -7.043 -1.621
C -1.490 8.445 -1.087
C -1.315 7.074 -0.405
C -0.138 6.333 -1.077
O -0.051 5.013 -0.595
C 1.106 4.317 -1.104
N -1.180 7.342 1.044
H -0.588 9.055 -1.070
H -2.366 8.988 -0.732
H -1.754 8.282 -2.136
H -2.109 6.329 -0.490
H 0.858 6.764 -0.914
H -0.256 6.462 -2.158
H 1.941 4.536 -0.438
H 1.271 4.614 -2.141
H 0.970 3.239 -1.177
H -1.761 8.156 1.197
H -0.215 7.662 1.057
C -7.022 1.249 1.903
C -6.568 1.163 0.480
C -7.531 1.887 -0.476
O -7.099 1.790 -1.876
C -7.317 2.997 -2.606
N -5.224 1.739 0.372
H -6.428 0.604 2.549
H -8.085 0.996 1.902
H -6.923 2.253 2.316
H -6.592 0.144 0.079
H -7.566 2.922 -0.128
H -8.533 1.467 -0.375
H -8.375 3.261 -2.535
H -7.174 2.826 -3.674
H -6.709 3.878 -2.388
H -5.006 1.907 -0.606
H -4.649 0.912 0.508
C 4.348 -1.443 6.144
C 4.552 -0.283 5.182
C 3.438 -0.006 4.097
O 3.166 -1.217 3.404
C 2.317 -0.937 2.322
N 4.707 0.983 5.846
H 3.993 -2.406 5.781
H 3.582 -1.090 6.841
H 5.256 -1.523 6.742
H 5.501 -0.480 4.678
H 3.828 0.722 3.384
H 2.493 0.292 4.560
H 2.156 -1.832 1.722
H 2.657 -0.180 1.609
H 1.377 -0.493 2.667
H 5.380 1.036 6.600
H 3.825 1.213 6.291
C -2.829 2.582 -4.400
C -3.875 1.922 -3.499
O -3.481 1.359 -2.282
O -1.984 1.609 -4.953
H -2.189 3.257 -3.823
H -3.291 3.344 -5.035
H -4.282 1.083 -4.070
H -4.692 2.629 -3.341
H -2.513 1.373 -2.228
H -2.502 0.888 -5.324